Record 1
A structure of composition C4H3LuO5 at a distorted geometry, computed with wB97M-V/def2-TZVPD.

Each line ends with the Mulliken spin population.
Cartesian coordinates (Å):
O 3.482 0.476 1.384  0.04
C 2.681 0.976 0.655  -0.01
C 0.041 -1.081 -0.971  0.00
C -1.179 -1.267 -0.100  0.00
O -1.889 -0.047 0.081  0.01
C -1.184 1.071 0.132  -0.04
O -0.121 1.070 -0.593  -0.03
O -1.326 1.934 1.014  0.02
O 1.182 -1.313 -0.509  0.00
H -0.091 -0.971 -2.064  0.00
H -0.854 -1.636 0.883  0.00
H -1.844 -2.021 -0.544  0.00
Lu 1.102 2.811 0.631  1.00

Its net charge is +1. The calculation puts the highest occupied orbital energy (spin up / spin down) at -12.342 / -13.185 eV. As for the spin multiplicity: 2. The expectation value of S² is 0.751.


Record 2
The molecule C4H3N at a distorted geometry, computed with wB97M-V/def2-TZVPD.

Each line ends with the Löwdin charge.
Cartesian coordinates (Å):
C -1.590 0.023 -0.085  -0.09
C -0.064 -0.317 0.029  -0.04
C 1.137 -0.170 -0.123  -0.07
C 2.468 -0.208 0.061  -0.28
N 3.547 0.086 -0.057  0.17
H -2.209 -0.942 -0.224  0.10
H -1.728 0.530 1.028  0.12
H -1.561 0.997 -0.629  0.08

Its net charge is 0. The calculation puts the highest occupied orbital energy at -10.354 eV. As for the SMILES: CC#CC#N. The energy above the lowest of the compared OMol25 structures with the same formula, charge and spin comes out at 133.0 kJ/mol.


Record 3
The molecule C4H3N at a distorted geometry, computed with wB97M-V/def2-TZVPD.

Each line ends with the Löwdin charge.
Cartesian coordinates (Å):
C 1.734 0.689 0.068  0.20
C 0.619 -0.056 -0.034  -0.26
C -0.634 -0.428 -0.358  -0.13
C -1.771 0.397 -0.152  -0.25
N -2.736 1.004 0.058  0.13
H 2.284 0.771 1.013  0.05
H 1.324 -0.930 0.084  0.16
H -0.821 -1.446 -0.678  0.10

Its net charge is 0. The calculation puts the highest occupied orbital energy at -8.893 eV. The energy above the lowest of the compared OMol25 structures with the same formula, charge and spin comes out at 290.8 kJ/mol.


Record 4
A cluster of 2 separate species, C4H3N2 in total at a distorted geometry, computed with wB97M-V/def2-TZVPD.

Each line ends with the Löwdin charge.
Cartesian coordinates (Å):
C -3.473 0.155 0.035  -0.03
C -1.731 -1.562 -0.075  0.28
C -0.789 -0.711 0.027  -0.07
C 0.840 1.097 -0.028  0.18
N -4.378 0.857 0.025  0.09
N 0.308 -0.061 -0.012  0.11
H -2.100 -2.592 -0.009  0.12
H 1.982 1.064 0.197  0.17
H 0.102 1.936 0.184  0.16

Its net charge is +1. The calculation puts the highest occupied orbital energy at -16.410 eV. The energy above the lowest of the compared OMol25 structures with the same formula, charge and spin comes out at 444.3 kJ/mol.


Record 5
The ion C4H3N2O3 with charge -1 at a distorted geometry, computed with wB97M-V/def2-TZVPD.

Each line ends with the Löwdin charge.
Cartesian coordinates (Å):
C -1.710 -0.171 0.030  -0.03
N -0.252 -0.017 -0.134  -0.02
C 0.671 -0.973 0.010  -0.45
O 0.415 -2.161 0.104  0.04
C 2.026 -0.307 -0.056  -0.30
O 3.107 -0.789 0.173  0.06
N 1.717 1.254 -0.187  0.12
C 0.450 1.325 -0.010  -0.65
O -0.272 2.303 0.129  -0.02
H -2.171 0.007 -1.036  0.11
H -1.831 -1.160 0.535  0.09
H -2.151 0.689 0.442  0.04

Its net charge is -1. The calculation puts the highest occupied orbital energy at -4.750 eV. As for the SMILES: CN1C(=O)C(=O)N=C1[O-]. The energy above the lowest of the compared OMol25 structures with the same formula, charge and spin comes out at 71.0 kJ/mol.


Record 6
A cluster of 2 separate species, C4H3N2O3S2 in total at a distorted geometry, computed with wB97M-V/def2-TZVPD.

Each line ends with the Löwdin charge.
Cartesian coordinates (Å):
C -2.597 -0.726 0.662  -0.32
C -1.353 -0.159 0.618  -1.07
C 2.184 0.793 0.505  -0.67
C 1.724 0.469 -0.934  -0.19
N -3.598 0.166 0.437  -0.15
N -3.193 1.359 0.147  -0.39
O 1.579 1.881 1.017  0.04
O 3.111 0.282 1.069  0.05
O 0.804 1.178 -1.335  -0.13
S -1.487 1.445 0.033  0.95
S 0.138 -0.850 1.061  0.59
H -2.775 -1.652 1.270  0.10
H 2.041 -0.340 -1.579  0.12
H 1.086 2.359 0.351  0.06

Its net charge is -1. The calculation puts the highest occupied orbital energy at -3.914 eV. The energy above the lowest of the compared OMol25 structures with the same formula, charge and spin comes out at 10.8 kJ/mol.